# 1
Formula: C18H32N5O5PdSSbSe4
Source: OMol25
Level of theory: ωB97M-V/def2-TZVPD

ΔE to the lowest compared entry with this formula, charge and spin	3.43	kcal/mol
HOMO-LUMO gap	7.0	eV

Geometry (Å):
Pd (1.26, 1.15, 0.43)
C (3.71, 0.30, 1.99)
C (2.41, 0.29, 2.80)
N (1.56, 1.43, 2.42)
C (2.12, 2.76, 2.77)
C (1.79, 3.84, 1.74)
N (2.05, 3.43, 0.37)
C (3.42, 3.35, -0.13)
C (4.25, 2.21, 0.49)
N (3.53, 0.94, 0.67)
H (4.51, 0.81, 2.54)
H (4.03, -0.73, 1.84)
H (1.83, -0.60, 2.56)
H (2.62, 0.29, 3.87)
H (0.63, 1.31, 2.80)
H (1.74, 3.07, 3.74)
H (3.19, 2.65, 2.87)
H (0.72, 4.06, 1.79)
H (2.34, 4.76, 2.03)
H (1.45, 3.91, -0.28)
H (3.34, 3.18, -1.20)
H (3.98, 4.29, 0.02)
H (5.11, 2.05, -0.17)
H (4.65, 2.53, 1.45)
H (3.82, 0.29, -0.06)
Se (4.83, -0.37, -2.23)
Sb (2.51, -0.62, -2.68)
Se (0.75, 0.92, -1.94)
Se (1.86, -1.09, -5.07)
Se (1.59, -2.83, -3.42)
C (-1.93, -4.13, -1.84)
C (-2.78, -2.89, -1.79)
C (-4.09, -2.94, -1.32)
C (-4.88, -1.81, -1.31)
C (-4.37, -0.61, -1.77)
C (-3.06, -0.53, -2.25)
C (-2.27, -1.67, -2.25)
S (-5.34, 0.86, -1.63)
O (-6.73, 0.47, -1.63)
O (-4.82, 1.81, -2.56)
N (-5.06, 1.44, -0.13)
C (-3.69, 1.81, 0.25)
C (-2.97, 0.70, 1.02)
C (-1.47, 0.91, 1.06)
O (-0.98, 2.00, 0.70)
O (-0.76, -0.07, 1.44)
H (-2.15, -4.79, -1.00)
H (-0.87, -3.88, -1.85)
H (-2.13, -4.70, -2.75)
H (-4.49, -3.89, -0.97)
H (-5.91, -1.85, -0.95)
H (-2.67, 0.41, -2.61)
H (-1.25, -1.62, -2.61)
H (-5.63, 0.98, 0.57)
H (-3.72, 2.72, 0.84)
H (-3.15, 2.05, -0.66)
H (-3.14, -0.27, 0.55)
H (-3.34, 0.62, 2.04)
C (2.07, -3.98, -0.12)
C (1.48, -2.61, 0.16)
N (0.20, -2.55, 0.51)
O (2.20, -1.60, 0.10)
H (1.30, -4.73, -0.31)
H (2.66, -4.28, 0.75)
H (2.74, -3.91, -0.97)
H (-0.36, -3.39, 0.53)
H (-0.23, -1.66, 0.76)

***

# 2
Formula: C2H4N3O2S3
Source: OMol25
Level of theory: ωB97M-V/def2-TZVPD

ΔE to the lowest compared entry with this formula, charge and spin	44.38	kcal/mol
net charge	-1
HOMO-LUMO gap	6.5	eV
SMILES	N/C(S)=N/SS/N=C(/[O-])O

Geometry (Å):
N (1.05, -0.87, 0.08)
C (0.68, 0.38, 0.02)
S (1.98, 1.65, 0.46)
N (-0.40, 0.80, -0.46)
S (-1.07, 2.30, -0.42)
S (-2.98, 1.47, 0.20)
N (-2.51, 0.10, 1.06)
C (-2.07, -0.93, 0.40)
O (-1.43, -1.90, 0.87)
O (-2.51, -1.05, -0.93)
H (0.15, -1.36, 0.06)
H (1.81, -1.19, 0.65)
H (1.29, 2.73, 0.11)
H (-3.15, -0.41, -1.16)

***

# 3
Formula: C38H55NP2SSiTb
Source: OMol25
Level of theory: ωB97M-V/def2-TZVPD

net charge	+1
HOMO-LUMO gap (spin up / spin down)	6.7 / 7.3	eV
spin multiplicity	7

Geometry (Å):
Tb (-1.22, -1.79, -0.35)
C (-1.00, -2.03, 3.93)
Si (-0.96, -1.19, 2.28)
C (0.67, -0.20, 2.27)
C (0.87, 0.61, 3.39)
C (2.07, 1.26, 3.62)
C (3.13, 1.10, 2.73)
C (2.95, 0.30, 1.61)
C (1.74, -0.34, 1.36)
P (1.59, -1.49, -0.06)
C (2.58, -2.94, 0.48)
C (2.72, -3.99, -0.65)
C (3.03, -5.40, -0.09)
C (3.78, -5.31, 1.23)
C (2.90, -4.66, 2.31)
C (1.96, -3.59, 1.72)
C (2.41, -0.91, -1.59)
C (1.52, 0.12, -2.32)
C (2.27, 0.79, -3.47)
C (3.49, 1.60, -2.95)
C (3.99, 1.08, -1.59)
C (3.89, -0.45, -1.54)
C (-2.47, -0.04, 2.16)
C (-3.40, -0.13, 3.21)
C (-4.60, 0.55, 3.19)
C (-4.93, 1.35, 2.10)
C (-4.05, 1.46, 1.05)
C (-2.83, 0.76, 1.05)
P (-1.60, 1.12, -0.28)
C (-1.29, 2.93, 0.04)
C (-0.69, 3.24, 1.42)
C (0.84, 3.23, 1.43)
C (1.40, 4.20, 0.40)
C (0.94, 3.79, -0.99)
C (-0.59, 3.73, -1.08)
C (-2.41, 1.14, -1.96)
C (-2.69, -0.30, -2.46)
C (-3.53, -0.28, -3.73)
C (-4.95, 0.24, -3.41)
C (-4.93, 1.25, -2.25)
C (-3.62, 2.05, -2.24)
H (-1.02, -1.29, 4.73)
H (-1.86, -2.69, 4.04)
H (-0.09, -2.63, 4.04)
H (0.06, 0.75, 4.11)
H (2.19, 1.88, 4.50)
H (4.08, 1.58, 2.91)
H (3.79, 0.17, 0.94)
H (3.57, -2.56, 0.75)
H (1.79, -4.03, -1.23)
H (3.50, -3.68, -1.34)
H (2.10, -5.95, 0.06)
H (3.60, -5.96, -0.83)
H (4.11, -6.30, 1.55)
H (4.70, -4.72, 1.08)
H (2.30, -5.43, 2.80)
H (3.53, -4.21, 3.08)
H (1.01, -4.05, 1.43)
H (1.72, -2.85, 2.48)
H (2.37, -1.83, -2.18)
H (0.63, -0.39, -2.71)
H (1.16, 0.87, -1.61)
H (2.61, 0.02, -4.16)
H (1.60, 1.44, -4.03)
H (4.29, 1.55, -3.68)
H (3.22, 2.65, -2.86)
H (5.02, 1.40, -1.42)
H (3.40, 1.51, -0.78)
H (4.41, -0.86, -2.41)
H (4.41, -0.87, -0.68)
H (-3.17, -0.75, 4.08)
H (-5.29, 0.46, 4.03)
H (-5.87, 1.88, 2.08)
H (-4.31, 2.10, 0.22)
H (-2.33, 3.27, 0.05)
H (-1.04, 4.24, 1.70)
H (-1.09, 2.56, 2.17)
H (1.19, 3.47, 2.43)
H (1.21, 2.22, 1.20)
H (1.04, 5.22, 0.62)
H (2.49, 4.23, 0.45)
H (1.31, 4.47, -1.76)
H (1.37, 2.80, -1.21)
H (-0.96, 4.76, -1.00)
H (-0.90, 3.40, -2.07)
H (-1.57, 1.50, -2.55)
H (-1.76, -0.82, -2.67)
H (-3.27, -0.85, -1.71)
H (-3.04, 0.37, -4.46)
H (-3.57, -1.27, -4.18)
H (-5.37, 0.69, -4.31)
H (-5.59, -0.60, -3.15)
H (-5.78, 1.93, -2.33)
H (-5.06, 0.72, -1.31)
H (-3.48, 2.50, -3.23)
H (-3.67, 2.89, -1.56)
S (-5.51, -2.17, 0.52)
C (-4.11, -2.65, -0.08)
N (-3.06, -2.97, -0.54)

***

# 4
Formula: C2H3FS2
Source: OMol25
Level of theory: ωB97M-V/def2-TZVPD

ΔE to the lowest compared entry with this formula, charge and spin	12.32	kcal/mol
HOMO-LUMO gap	9.4	eV

Geometry (Å):
C (-0.63, 0.05, -0.51)
C (1.60, -0.05, 0.52)
F (2.51, -0.17, -0.51)
S (0.42, 1.29, 0.30)
S (0.26, -1.41, 0.31)
H (-1.73, 0.28, -0.44)
H (-0.38, -0.12, -1.58)
H (2.20, -0.13, 1.54)

***

# 5
Formula: C2H2N4O
Source: OMol25
Level of theory: ωB97M-V/def2-TZVPD

ΔE to the lowest compared entry with this formula, charge and spin	4.16	kcal/mol
HOMO-LUMO gap	9.7	eV
SMILES	Oc1ncnnn1

Geometry (Å):
O (-2.09, 0.07, 0.02)
C (-0.76, -0.08, -0.06)
N (-0.09, 1.05, -0.18)
C (1.14, 0.92, 0.02)
N (1.75, -0.26, 0.06)
N (1.03, -1.35, -0.09)
N (-0.28, -1.31, -0.08)
H (-2.51, -0.84, 0.23)
H (1.81, 1.81, 0.08)

***

# 6
Formula: C4H4N3OS
Source: OMol25
Level of theory: ωB97M-V/def2-TZVPD

ΔE to the lowest compared entry with this formula, charge and spin	68.65	kcal/mol
net charge	-1
HOMO-LUMO gap (spin up / spin down)	7.0 / 6.9	eV

Geometry (Å):
C (-1.87, 0.08, -0.04)
C (-0.81, -0.76, 0.01)
C (-1.04, -2.23, 0.02)
C (0.58, -0.21, 0.05)
N (-2.29, -2.64, 0.00)
N (-3.10, -0.48, -0.20)
N (-3.24, -1.82, -0.09)
O (-0.13, -3.04, 0.18)
S (-4.41, 1.54, -0.10)
H (-1.99, 1.09, -0.02)
H (0.72, 0.88, 0.31)
H (0.84, -0.55, -0.99)
H (1.08, -0.72, 0.86)

***

# 7
Formula: C62H66F7N2O6PS2
Source: OMol25
Level of theory: ωB97M-V/def2-TZVPD

HOMO-LUMO gap	6.2	eV
SMILES	[H]/N=C\CN1c2cc(CCCCCOC)cc(CCP(=O)(OCC)OCC)c2Sc2cccc(S(=O)(=O)F)c21.Fc1ccccc1.Fc1ccccc1.Fc1ccccc1.Fc1ccccc1.Fc1ccccc1.Fc1ccccc1

Geometry (Å):
H (5.03, 2.96, 2.12)
N (4.92, 2.64, 3.10)
C (3.58, 2.42, 3.29)
C (2.38, 2.57, 2.20)
N (2.74, 3.18, 0.87)
C (2.77, 2.05, -0.11)
C (4.06, 0.99, 0.04)
C (4.26, -0.35, -0.90)
C (5.46, -1.45, -0.77)
C (6.98, -0.89, -1.03)
C (7.55, 0.16, 0.09)
C (7.16, -0.20, 1.65)
C (8.20, -1.20, 2.42)
O (7.45, -1.72, 3.61)
C (8.31, -1.73, 4.80)
C (3.13, -0.64, -2.09)
C (1.84, 0.35, -2.30)
C (0.74, -0.02, -3.46)
C (-0.41, -1.10, -2.95)
P (-2.01, -0.22, -2.28)
O (-1.71, 0.12, -0.75)
O (-2.40, 1.15, -3.27)
C (-3.18, 2.17, -2.54)
C (-4.78, 1.76, -2.64)
O (-3.30, -1.40, -2.35)
C (-2.94, -2.65, -1.66)
C (-2.80, -3.82, -2.83)
C (1.70, 1.68, -1.29)
S (0.18, 2.74, -1.54)
C (0.48, 4.24, -0.46)
C (-0.61, 5.49, -0.66)
C (-0.45, 6.86, 0.24)
C (0.83, 6.93, 1.28)
C (1.91, 5.67, 1.46)
S (3.29, 5.98, 2.70)
O (4.70, 5.56, 2.20)
O (3.37, 7.54, 2.92)
F (2.91, 5.35, 4.29)
C (1.74, 4.25, 0.58)
H (3.26, 2.07, 4.38)
H (1.97, 1.47, 1.97)
H (1.47, 3.15, 2.67)
H (4.86, 1.18, 0.88)
H (5.28, -2.31, -1.58)
H (5.33, -1.99, 0.28)
H (7.05, -0.36, -2.09)
H (7.69, -1.84, -1.10)
H (8.74, 0.14, -0.01)
H (7.20, 1.23, -0.22)
H (6.08, -0.62, 1.82)
H (7.20, 0.84, 2.24)
H (9.08, -0.53, 2.85)
H (8.63, -2.07, 1.76)
H (7.98, -2.62, 5.52)
H (9.45, -1.89, 4.56)
H (8.22, -0.75, 5.47)
H (3.21, -1.59, -2.80)
H (0.20, 0.96, -3.87)
H (1.24, -0.51, -4.42)
H (0.00, -1.89, -2.18)
H (-0.78, -1.71, -3.90)
H (-3.07, 3.19, -3.14)
H (-2.82, 2.39, -1.45)
H (-5.41, 2.74, -2.43)
H (-4.98, 0.93, -1.84)
H (-4.95, 1.38, -3.76)
H (-1.93, -2.59, -1.05)
H (-3.82, -2.92, -0.91)
H (-3.59, -4.67, -2.59)
H (-3.01, -3.34, -3.90)
H (-1.70, -4.27, -2.80)
H (-1.49, 5.39, -1.43)
H (-1.22, 7.75, 0.16)
H (0.94, 7.92, 1.92)
F (4.05, 10.30, 8.63)
C (4.11, 9.22, 7.84)
C (3.39, 9.20, 6.65)
C (3.46, 8.08, 5.82)
C (4.25, 6.99, 6.19)
C (4.97, 7.02, 7.39)
C (4.91, 8.15, 8.21)
H (2.77, 10.05, 6.39)
H (2.90, 8.06, 4.89)
H (4.31, 6.12, 5.55)
H (5.59, 6.17, 7.67)
H (5.47, 8.19, 9.14)
F (8.97, 6.91, 12.07)
C (8.81, 8.17, 11.65)
C (8.19, 8.41, 10.43)
C (8.02, 9.72, 9.99)
C (8.49, 10.78, 10.77)
C (9.12, 10.53, 11.99)
C (9.28, 9.22, 12.43)
H (7.84, 7.57, 9.83)
H (7.53, 9.92, 9.04)
H (8.36, 11.81, 10.42)
H (9.49, 11.36, 12.59)
H (9.76, 9.01, 13.38)
F (-5.49, -5.34, -6.17)
C (-6.32, -5.59, -5.15)
C (-6.56, -6.91, -4.78)
C (-7.42, -7.18, -3.71)
C (-8.05, -6.12, -3.04)
C (-7.80, -4.80, -3.42)
C (-6.93, -4.54, -4.48)
H (-6.08, -7.72, -5.31)
H (-7.61, -8.20, -3.40)
H (-8.72, -6.33, -2.21)
H (-8.29, -3.98, -2.90)
H (-6.73, -3.52, -4.79)
F (-9.69, -3.71, -1.35)
C (-10.51, -2.67, -1.14)
C (-11.22, -2.59, 0.05)
C (-12.07, -1.50, 0.27)
C (-12.20, -0.52, -0.71)
C (-11.49, -0.61, -1.90)
C (-10.63, -1.69, -2.12)
H (-11.11, -3.37, 0.80)
H (-12.62, -1.43, 1.20)
H (-12.87, 0.33, -0.54)
H (-11.60, 0.16, -2.66)
H (-10.06, -1.77, -3.04)
F (-10.50, -10.49, -7.28)
C (-9.45, -9.83, -7.79)
C (-9.01, -8.66, -7.18)
C (-7.92, -7.98, -7.71)
C (-7.29, -8.46, -8.86)
C (-7.75, -9.63, -9.47)
C (-8.83, -10.32, -8.93)
H (-9.52, -8.30, -6.29)
H (-7.56, -7.07, -7.23)
H (-6.44, -7.92, -9.28)
H (-7.26, -10.00, -10.37)
H (-9.19, -11.23, -9.39)
F (0.65, -4.76, -2.71)
C (0.71, -5.84, -3.50)
C (-0.01, -5.86, -4.69)
C (0.06, -6.98, -5.52)
C (0.85, -8.07, -5.15)
C (1.57, -8.04, -3.95)
C (1.51, -6.92, -3.13)
H (-0.63, -5.01, -4.95)
H (-0.50, -7.00, -6.45)
H (0.91, -8.94, -5.79)
H (2.19, -8.89, -3.67)
H (2.07, -6.88, -2.20)

***

# 8
Formula: C2H3ClF2
Source: OMol25
Level of theory: ωB97M-V/def2-TZVPD

ΔE to the lowest compared entry with this formula, charge and spin	38.88	kcal/mol
HOMO-LUMO gap	10.6	eV
SMILES	C=C(F)F.Cl

Geometry (Å):
C (0.54, -0.49, 0.73)
C (-0.12, -1.59, 0.41)
F (0.08, -2.82, 1.00)
F (-1.02, -1.75, -0.50)
H (1.40, -0.70, 1.55)
H (0.34, 0.34, 0.08)
Cl (-2.71, 0.40, -0.62)
H (-3.67, 1.36, -0.93)

***

# 9
Formula: C11H18N2O2
Source: OMol25
Level of theory: ωB97M-V/def2-TZVPD

ΔE to the lowest compared entry with this formula, charge and spin	0.00	kcal/mol
HOMO-LUMO gap	10.7	eV
SMILES	CCCC[C@H]1CCC[C@@]12NC(=O)NC2=O

Geometry (Å):
C (-1.40, -3.33, 2.44)
C (-0.52, -2.31, 1.72)
C (-1.13, -1.89, 0.39)
C (-0.24, -0.97, -0.45)
C (-0.04, 0.42, 0.15)
C (1.11, 0.54, 1.18)
C (1.92, 1.78, 0.79)
C (1.01, 2.58, -0.13)
C (0.27, 1.49, -0.92)
N (1.03, 1.01, -2.04)
C (0.40, 1.15, -3.23)
O (0.78, 0.83, -4.32)
N (-0.83, 1.76, -2.94)
C (-0.99, 2.00, -1.60)
O (-1.95, 2.51, -1.08)
H (-0.96, -3.61, 3.39)
H (-1.53, -4.22, 1.84)
H (-2.39, -2.90, 2.63)
H (0.47, -2.76, 1.55)
H (-0.38, -1.44, 2.36)
H (-2.08, -1.40, 0.57)
H (-1.33, -2.79, -0.20)
H (0.73, -1.45, -0.61)
H (-0.71, -0.86, -1.43)
H (-0.98, 0.73, 0.62)
H (0.70, 0.65, 2.18)
H (1.73, -0.35, 1.17)
H (2.83, 1.49, 0.25)
H (2.23, 2.36, 1.66)
H (0.27, 3.15, 0.44)
H (1.55, 3.26, -0.79)
H (1.94, 0.58, -1.96)
H (-1.50, 1.99, -3.65)

***

# 10
Formula: C12H33F18N6O21S6
Source: OMol25
Level of theory: ωB97M-V/def2-TZVPD

net charge	-2
HOMO-LUMO gap (spin up / spin down)	3.2 / 7.8	eV
spin multiplicity	2

Geometry (Å):
N (-2.98, -13.65, 22.66)
H (-3.62, -14.35, 22.99)
H (-3.48, -12.78, 22.78)
H (-2.73, -13.82, 21.70)
H (-2.19, -13.60, 23.29)
C (-4.79, -16.06, 15.12)
C (-3.95, -14.77, 14.93)
N (-4.65, -13.56, 15.37)
C (-5.60, -13.48, 16.38)
C (-6.04, -12.16, 16.33)
N (-5.22, -11.46, 15.45)
C (-4.34, -12.35, 14.91)
C (-5.24, -10.02, 15.17)
H (-5.19, -16.33, 16.10)
H (-4.21, -16.93, 14.80)
H (-5.71, -16.06, 14.55)
H (-3.67, -14.64, 13.88)
H (-2.99, -14.89, 15.43)
H (-5.93, -14.32, 16.97)
H (-6.74, -11.64, 16.96)
H (-3.69, -12.21, 14.06)
H (-4.73, -9.91, 14.21)
H (-4.79, -9.56, 16.04)
H (-6.26, -9.65, 15.02)
C (3.08, -17.29, 23.61)
F (3.57, -16.53, 24.56)
F (3.19, -18.58, 23.91)
F (1.72, -17.02, 23.48)
S (3.86, -16.96, 21.90)
O (2.86, -17.60, 21.03)
O (3.84, -15.50, 21.69)
N (5.41, -17.73, 22.07)
S (5.69, -18.14, 20.60)
O (4.93, -19.31, 20.10)
O (5.77, -17.01, 19.69)
C (7.54, -18.86, 20.90)
F (7.56, -20.08, 21.28)
F (8.12, -18.81, 19.70)
F (8.27, -18.12, 21.76)
C (1.55, -9.71, 20.21)
F (1.35, -9.64, 18.95)
F (1.27, -10.97, 20.63)
F (2.80, -9.36, 20.38)
S (0.38, -8.43, 21.10)
O (1.15, -7.20, 20.98)
O (-0.81, -8.44, 20.19)
N (0.37, -8.97, 22.75)
S (-1.15, -9.32, 22.83)
O (-2.07, -8.22, 22.53)
O (-1.51, -10.61, 22.20)
C (-1.37, -9.70, 24.65)
F (-0.85, -10.91, 25.03)
F (-0.80, -8.74, 25.35)
F (-2.65, -9.57, 24.91)
C (-4.11, -12.32, 19.65)
F (-5.33, -12.78, 20.05)
F (-4.22, -11.44, 18.65)
F (-3.42, -11.83, 20.64)
S (-3.17, -13.88, 18.92)
O (-4.15, -14.94, 18.86)
O (-2.43, -13.43, 17.71)
N (-2.23, -14.38, 20.27)
S (-0.74, -14.23, 19.78)
O (-0.31, -15.37, 19.00)
O (-0.39, -12.90, 19.21)
C (0.33, -14.36, 21.37)
F (-0.12, -15.49, 22.00)
F (1.58, -14.62, 21.10)
F (0.06, -13.29, 22.16)
O (-1.85, -17.19, 23.66)
H (-2.27, -17.51, 22.86)
H (-1.01, -16.84, 23.37)
O (1.89, -12.29, 17.73)
H (1.09, -12.36, 18.25)
H (1.70, -11.59, 17.10)
O (2.39, -16.04, 18.16)
H (2.70, -15.77, 19.02)
H (2.49, -15.26, 17.61)
O (3.32, -12.58, 22.71)
H (3.16, -12.09, 23.52)
H (2.45, -12.67, 22.31)
O (4.36, -13.58, 19.99)
H (4.18, -14.30, 20.59)
H (4.51, -12.82, 20.55)
O (-2.95, -17.09, 20.60)
H (-3.83, -17.29, 20.30)
H (-2.88, -16.14, 20.50)
O (-0.56, -16.85, 16.61)
H (-0.35, -16.26, 17.33)
H (-1.03, -17.58, 17.03)
O (-5.27, -9.41, 22.25)
H (-6.15, -9.12, 22.01)
H (-4.77, -9.39, 21.43)
O (-0.61, -13.36, 14.89)
H (-0.61, -14.21, 14.44)
H (-0.82, -13.57, 15.80)